[1]
Computed, not measured: a cluster of 9 separate species, C15H48N6O15 in total in a non-equilibrium geometry, with ωB97M-V with the def2-TZVPD basis set.

Structure (ORCA input):
```
! wB97M-V def2-TZVPD RIJCOSX def2/J DEFGRID3
* xyz 0 1
C 4.350 0.955 -0.524
O 3.820 0.738 0.529
N 5.585 1.444 -0.578
N 3.674 0.708 -1.594
H 5.890 1.625 0.375
H 5.895 2.081 -1.275
H 3.986 0.927 -2.518
H 2.714 0.505 -1.470
C -0.808 2.961 -3.406
O -1.188 3.758 -4.205
N 0.555 2.794 -3.187
N -1.817 2.175 -2.764
H 0.877 2.321 -2.386
H 1.189 3.278 -3.802
H -2.669 2.221 -3.290
H -1.504 1.266 -2.443
C 0.117 0.483 0.136
O 0.460 0.548 -1.042
N 0.818 1.001 1.122
N -1.039 -0.134 0.398
H 0.649 0.794 2.085
H 1.803 1.118 0.874
H -1.643 0.299 1.100
H -1.433 -0.298 -0.516
C 0.829 -0.239 -4.336
C -0.395 -1.134 -4.092
O -0.970 -1.712 -5.214
O 1.976 -1.055 -4.597
H 0.974 0.346 -3.427
H 0.619 0.480 -5.169
H -1.124 -0.501 -3.572
H -0.108 -1.918 -3.420
H -1.292 -1.004 -5.769
H 1.795 -1.719 -5.291
C 3.318 2.357 5.009
C 3.682 1.813 3.620
O 2.943 0.571 3.533
O 2.013 2.775 5.043
H 3.950 3.215 5.172
H 3.534 1.537 5.698
H 4.748 1.675 3.471
H 3.351 2.471 2.813
H 3.116 0.175 2.678
H 1.509 1.984 4.792
C -5.256 2.707 0.651
C -5.402 1.497 -0.340
O -5.706 2.101 -1.601
O -6.468 3.441 0.703
H -4.422 3.300 0.268
H -5.018 2.364 1.671
H -6.195 0.800 -0.032
H -4.447 0.961 -0.412
H -6.064 1.440 -2.175
H -6.801 3.512 -0.191
C -2.876 -3.853 0.583
C -1.491 -3.627 -0.070
O -1.681 -3.170 -1.364
O -3.615 -4.839 -0.148
H -3.366 -2.874 0.724
H -2.705 -4.320 1.528
H -0.897 -4.533 0.032
H -0.995 -2.878 0.560
H -0.926 -3.158 -1.951
H -3.283 -4.849 -1.047
C 2.580 -3.812 -1.545
C 2.777 -2.339 -1.366
O 2.753 -2.052 0.050
O 1.397 -4.210 -0.848
H 3.440 -4.377 -1.200
H 2.432 -4.045 -2.607
H 1.997 -1.713 -1.805
H 3.734 -2.066 -1.772
H 3.066 -1.153 0.220
H 1.562 -3.814 0.010
C -2.135 -0.041 4.279
C -0.694 -0.378 4.625
O -0.051 0.888 4.906
O -2.081 0.967 3.255
H -2.613 0.456 5.115
H -2.778 -0.853 4.003
H -0.174 -0.710 3.763
H -0.627 -1.090 5.430
H -0.004 0.876 5.864
H -1.717 1.762 3.673
*
```

SMILES = NC(N)=O.NC(N)=O.NC(N)=O.OCCO.OCCO.OCCO.OCCO.OCCO.OCCO
E_HOMO = -9.70 eV
Max |F| = 4.3 eV/A
ΔE to the lowest compared entry with this formula, charge and spin = 45.1 kJ/mol

***

[2]
Computed, not measured: the molecule C4H7NO, with ωB97M-V with the def2-TZVPD basis set.

Structure (ORCA input):
```
! wB97M-V def2-TZVPD RIJCOSX def2/J DEFGRID3
* xyz 0 1
C -1.565 -0.511 0.235
C -0.365 0.216 -0.355
C 0.671 0.806 0.636
N 1.710 0.155 -0.154
C 0.845 -0.539 -0.963
O 1.019 -1.367 -1.823
H -1.993 -1.241 -0.462
H -1.297 -1.033 1.161
H -2.345 0.220 0.482
H -0.692 0.964 -1.086
H 0.575 0.391 1.647
H 0.736 1.897 0.682
H 2.702 0.041 0.000
*
```

SMILES = C[C@H]1CNC1=O
E_HOMO = -9.73 eV
Max |F| = 0.5 eV/A
ΔE to the lowest compared entry with this formula, charge and spin = 80.6 kJ/mol

***

[3]
Computed, not measured: the molecule C9H11N3O in a non-equilibrium geometry, with ωB97M-V with the def2-TZVPD basis set.

Structure (ORCA input):
```
! wB97M-V def2-TZVPD RIJCOSX def2/J DEFGRID3
* xyz 0 1
C -2.305 -0.012 0.832
C -1.367 1.140 1.122
C -0.958 1.450 -0.278
C -0.572 0.183 -0.842
C 0.856 -0.226 -0.462
C 1.964 0.406 -0.937
C 3.250 0.000 -0.593
C 3.330 -1.072 0.293
C 1.105 -1.342 0.381
H -2.376 -0.767 1.621
H -3.374 0.348 0.663
H -1.702 1.960 1.766
H -0.530 0.696 1.678
H -0.142 2.236 -0.286
H -1.762 1.991 -0.726
H -0.642 0.153 -1.955
H 1.947 1.252 -1.626
H 4.187 0.497 -0.936
H 4.397 -1.435 0.447
H 0.258 -1.758 0.866
N -2.552 -1.517 -1.054
N -1.684 -0.589 -0.323
N 2.270 -1.785 0.750
O -3.598 -1.810 -0.402
*
```

SMILES = O=NN1CCC[C@H]1c1cccnc1
E_HOMO = -9.56 eV
Max |F| = 5.7 eV/A
ΔE to the lowest compared entry with this formula, charge and spin = 303.2 kJ/mol

***

[4]
Computed, not measured: a structure of composition CHBr2NO2 in a non-equilibrium geometry, with ωB97M-V with the def2-TZVPD basis set.

Structure (ORCA input):
```
! wB97M-V def2-TZVPD RIJCOSX def2/J DEFGRID3
* xyz 0 1
C 1.341 -0.572 0.644
N -0.718 0.114 1.256
O -1.200 0.427 -1.017
O -0.970 0.913 0.499
Br 1.662 -2.369 0.775
Br 1.517 0.187 -1.029
H -1.633 1.300 -1.128
*
```

E_HOMO (spin up / spin down) = -9.02 / -9.02 eV
Max |F| = 2.6 eV/A
ΔE to the lowest compared entry with this formula, charge and spin = 503.9 kJ/mol